Formula: C5H5CoNO5
Source: the Open Molecules 2025 dataset
Level of theory: wB97M-V/def2-TZVPD

Element x y z (Å)
O1 3.20 -4.52 2.40
C1 2.38 -3.81 1.85
Co1 -1.06 -1.17 -0.65
C2 -1.44 -2.52 0.31
C3 -0.06 -2.34 -1.56
O2 -2.08 -3.40 0.67
O3 0.19 -3.07 -2.43
N1 0.43 2.64 0.78
C4 -0.40 2.50 -0.57
C5 -0.51 0.97 -0.72
O4 -1.23 0.57 -1.64
O5 0.08 0.29 0.14
H1 -0.28 2.71 1.54
H2 0.98 3.52 0.75
H3 1.00 1.79 0.94
H4 -1.41 2.92 -0.41
H5 0.22 2.91 -1.39

The charge is +2. Its expectation value of S² is 3.7661. As for the spin multiplicity: 4. Its HOMO energy (spin up / spin down) is -18.60 / -18.60 eV. Its electronic energy is -54599.7068 eV. For the HOMO-LUMO gap (spin up / spin down), the calculation gives 9.06 / 7.20 eV.